Record 1
16
Properties=species:S:1:pos:R:3 method="wB97M-V/def2-TZVPD" smiles=CC.CC energy_ha=-159.5690 gap_ev=12.717 spin_multiplicity=1 relative_energy_kj_mol=42.1
C 0.976 -2.046 1.074
C -0.166 -1.490 1.901
H 1.573 -2.789 1.606
H 0.859 -2.584 0.129
H 1.651 -1.222 0.810
H -0.643 -0.589 1.525
H -0.946 -2.219 2.142
H 0.212 -1.234 2.890
C -0.020 1.211 -1.174
C -0.850 2.344 -1.827
H -0.443 0.215 -1.347
H 0.923 1.076 -1.705
H -0.004 1.397 -0.105
H -0.873 3.210 -1.163
H -1.885 2.075 -2.018
H -0.364 2.645 -2.739

Record 2
16
Properties=species:S:1:pos:R:3 method="wB97M-V/def2-TZVPD" smiles=CC.CC energy_ha=-159.5639 gap_ev=12.507 spin_multiplicity=1 relative_energy_kj_mol=55.3
C -1.935 0.117 0.488
C -2.388 1.572 0.439
H -1.730 -0.233 -0.570
H -0.992 0.119 1.106
H -2.627 -0.534 0.985
H -2.543 1.965 1.532
H -3.320 1.699 -0.124
H -1.670 2.196 0.038
C 1.742 -0.590 0.129
C 2.541 -1.072 -1.087
H 1.815 0.510 0.274
H 0.662 -0.870 -0.113
H 2.088 -1.166 1.013
H 2.498 -2.159 -1.095
H 3.702 -0.805 -0.991
H 2.157 -0.749 -2.022

Record 3
16
Properties=species:S:1:pos:R:3 method="wB97M-V/def2-TZVPD" smiles=CC.CC energy_ha=-159.5713 gap_ev=12.715 spin_multiplicity=1 relative_energy_kj_mol=35.9
C 1.202 2.137 -0.403
C -0.078 2.207 -1.264
H 1.939 2.785 -0.884
H 0.942 2.426 0.612
H 1.726 1.180 -0.381
H 0.132 2.445 -2.302
H -0.784 2.949 -0.901
H -0.575 1.238 -1.187
C -1.037 -1.568 0.883
C -0.108 -2.785 0.815
H -1.322 -1.373 1.914
H -0.611 -0.699 0.379
H -1.955 -1.714 0.310
H 0.360 -2.988 1.778
H 0.799 -2.601 0.230
H -0.630 -3.641 0.401

Record 4
16
Properties=species:S:1:pos:R:3 method="wB97M-V/def2-TZVPD" smiles=CC.CC energy_ha=-159.5728 gap_ev=12.682 spin_multiplicity=1 relative_energy_kj_mol=32.0
C -0.621 0.498 2.047
C -1.442 1.186 0.917
H 0.128 -0.116 1.558
H -0.130 1.179 2.733
H -1.236 -0.196 2.617
H -2.515 1.130 1.134
H -1.326 0.582 0.028
H -1.228 2.249 0.943
C 0.522 -0.430 -1.900
C 1.584 -1.192 -1.141
H 0.459 0.623 -1.623
H 0.650 -0.465 -2.979
H -0.458 -0.842 -1.655
H 2.544 -0.680 -1.044
H 1.754 -2.187 -1.545
H 1.315 -1.341 -0.090

Record 5
16
Properties=species:S:1:pos:R:3 method="wB97M-V/def2-TZVPD" smiles=CC.CC energy_ha=-159.5565 gap_ev=12.299 spin_multiplicity=1 relative_energy_kj_mol=74.8
C -2.567 0.911 -0.070
C -2.780 -0.618 -0.020
H -2.532 1.348 0.974
H -1.728 1.238 -0.625
H -3.424 1.520 -0.424
H -2.990 -1.048 -0.995
H -3.569 -0.845 0.695
H -1.752 -0.912 0.197
C 2.990 -0.525 -0.576
C 2.370 0.179 0.600
H 3.354 -1.531 -0.327
H 2.301 -0.717 -1.473
H 3.779 0.074 -1.069
H 1.578 0.901 0.430
H 3.141 0.476 1.365
H 1.830 -0.450 1.316

Record 6
16
Properties=species:S:1:pos:R:3 method="wB97M-V/def2-TZVPD" smiles=CC.CC energy_ha=-159.5725 gap_ev=12.733 spin_multiplicity=1 relative_energy_kj_mol=32.8
C -1.319 -0.210 1.703
C -0.296 0.918 1.982
H -1.711 -0.601 2.636
H -2.123 0.199 1.091
H -0.930 -1.036 1.108
H 0.357 1.083 1.138
H 0.273 0.690 2.884
H -0.906 1.768 2.290
C 0.173 -0.737 -1.772
C 1.473 0.025 -1.904
H -0.249 -0.995 -2.750
H 0.270 -1.698 -1.266
H -0.715 -0.230 -1.386
H 2.100 -0.001 -1.020
H 1.282 1.077 -2.145
H 1.976 -0.291 -2.815

Record 7
16
Properties=species:S:1:pos:R:3 method="wB97M-V/def2-TZVPD" smiles=CC.CC energy_ha=-159.5654 gap_ev=12.429 spin_multiplicity=1 relative_energy_kj_mol=51.5
C 0.098 -1.863 0.363
C 1.256 -2.347 -0.539
H -0.817 -2.358 0.050
H 0.342 -2.083 1.402
H 0.004 -0.779 0.327
H 1.856 -3.051 0.035
H 1.921 -1.533 -0.833
H 0.980 -2.803 -1.483
C -0.649 1.941 -0.595
C -0.733 2.306 0.862
H 0.273 2.192 -1.112
H -0.973 0.934 -0.901
H -1.384 2.393 -1.292
H 0.058 1.756 1.383
H -1.596 1.911 1.399
H -0.635 3.383 0.935

Record 8
16
Properties=species:S:1:pos:R:3 method="wB97M-V/def2-TZVPD" smiles=CC.CC energy_ha=-159.5817 gap_ev=12.935 spin_multiplicity=1 relative_energy_kj_mol=8.5
C 0.043 -0.497 -2.293
C 1.376 -0.235 -1.599
H 0.064 -1.431 -2.847
H -0.771 -0.553 -1.569
H -0.234 0.287 -2.997
H 1.274 0.290 -0.647
H 2.060 0.370 -2.204
H 1.893 -1.183 -1.417
C -1.101 0.626 1.341
C -0.339 0.091 2.542
H -1.865 1.357 1.636
H -0.485 1.123 0.593
H -1.664 -0.177 0.871
H 0.144 0.882 3.126
H -1.015 -0.466 3.192
H 0.473 -0.584 2.248

Record 9
16
Properties=species:S:1:pos:R:3 method="wB97M-V/def2-TZVPD" smiles=CC.CC energy_ha=-159.5748 gap_ev=12.886 spin_multiplicity=1 relative_energy_kj_mol=26.7
C 0.992 -1.421 1.572
C 0.133 -0.816 2.683
H 0.718 -2.468 1.436
H 1.037 -0.889 0.622
H 2.001 -1.473 1.878
H -0.928 -0.959 2.493
H 0.383 0.224 2.887
H 0.380 -1.360 3.599
C -1.103 1.340 -2.627
C 0.007 0.889 -1.633
H -1.345 2.393 -2.495
H -0.787 1.182 -3.652
H -1.982 0.714 -2.515
H -0.396 0.091 -1.013
H 0.824 0.483 -2.227
H 0.417 1.687 -1.023

Record 10
16
Properties=species:S:1:pos:R:3 method="wB97M-V/def2-TZVPD" smiles=CC.CC energy_ha=-159.5649 gap_ev=12.370 spin_multiplicity=1 relative_energy_kj_mol=52.6
C 0.423 -1.568 1.070
C 1.867 -1.063 0.919
H -0.112 -1.739 0.146
H 0.344 -2.425 1.742
H -0.102 -0.846 1.676
H 2.253 -1.132 -0.098
H 1.953 -0.043 1.264
H 2.537 -1.708 1.490
C -1.594 1.900 -1.062
C -0.694 0.671 -0.903
H -1.472 2.322 -2.074
H -2.664 1.723 -1.165
H -1.266 2.723 -0.434
H 0.332 0.999 -0.758
H -1.056 0.149 -0.028
H -0.750 0.036 -1.786

Record 11
16
Properties=species:S:1:pos:R:3 method="wB97M-V/def2-TZVPD" energy_ha=-159.1436 s_squared=0.75 gap_ev="13.062 / 4.249" spin_multiplicity=2 charge=+1 relative_energy_kj_mol=69.0
C 0.921 -1.848 -1.113
C -0.203 -0.910 -1.732
H 0.412 -2.804 -1.270
H 1.783 -1.881 -1.780
H 1.309 -1.633 -0.127
H 0.021 0.149 -1.486
H -1.149 -1.209 -1.280
H -0.271 -1.074 -2.803
C 0.213 1.885 1.505
C -0.947 0.901 1.369
H 0.876 2.137 0.668
H -0.219 2.893 1.721
H 0.794 1.575 2.377
H -1.947 1.305 1.268
H -0.909 0.177 2.184
H -0.593 0.300 0.466

Record 12
16
Properties=species:S:1:pos:R:3 method="wB97M-V/def2-TZVPD" energy_ha=-159.1291 s_squared=0.75 gap_ev="11.494 / 2.542" spin_multiplicity=2 charge=+1 relative_energy_kj_mol=106.9
C -0.610 1.540 -2.173
C -1.844 0.617 -2.290
H 0.116 1.168 -1.439
H -0.086 1.438 -3.145
H -0.892 2.590 -2.129
H -2.565 1.016 -1.574
H -2.205 0.534 -3.317
H -1.448 -0.383 -2.007
C 1.538 -0.423 2.438
C 0.891 -1.745 2.049
H 1.935 -0.522 3.478
H 2.454 -0.088 1.905
H 0.889 0.453 2.386
H 1.576 -2.512 2.396
H -0.055 -1.830 2.599
H 0.717 -1.694 0.956